# 1
DFT (wB97M-V/def2-TZVPD) results for a gas-phase ion, C7H10N3 (charge +1).

Geometry as XYZ:
```
20
Properties=species:S:1:pos:R:3:forces:R:3:nbo_charge:R:1
C 1.28643 -1.38281 1.38873 0.633 0.853 1.551 -0.415
N 0.20233 -1.37805 0.48546 -1.303 2.036 -2.223 -0.290
C -0.36280 -2.45025 -0.12830 1.016 -2.704 -1.336 -0.059
C -1.22132 -2.00753 -1.07726 -3.003 0.901 -1.017 -0.040
N -1.28322 -0.59250 -0.97194 4.185 -2.717 1.859 -0.162
C -0.25512 -0.25218 -0.11322 -3.123 0.833 0.103 0.420
C -0.16499 1.22916 0.21912 1.543 -1.657 1.095 -0.453
C -0.47496 2.11150 -0.97327 -0.509 -1.140 0.835 -0.513
C -1.62027 1.61178 -1.68534 -5.157 -7.458 0.172 0.166
N -2.11954 0.22649 -1.60412 1.430 7.343 -1.580 -0.216
H 1.39710 -2.45509 1.72144 0.230 1.588 0.239 0.255
H 2.13104 -1.01134 0.80411 0.461 -0.462 0.469 0.229
H 1.05030 -0.54965 2.16323 0.645 -2.060 -0.661 0.235
H 0.13327 -3.49228 -0.09820 -1.264 1.928 0.415 0.272
H -1.99788 -2.45756 -1.77249 1.548 0.240 1.112 0.280
H -0.75816 1.48120 1.09833 -0.566 -0.223 -0.148 0.261
H 0.83976 1.30659 0.62756 0.383 0.807 -0.363 0.252
H 0.30084 2.16715 -1.68216 1.449 0.686 -0.659 0.266
H -0.88012 3.02678 -0.62761 0.664 1.505 0.342 0.271
H -2.42637 2.24412 -2.08551 0.738 -0.299 -0.206 0.240
```
Positions in Å, forces in eV/Å.

## Properties
HOMO energy   -0.4952 Eh
Relative energy (zero: lowest compared OMol25 entry of this formula, charge and spin)   2.8037 eV
Structure (SMILES)   Cn1cc[n+]2c1CCC=N2
Total charge   +1
Spin multiplicity   1
F_max   9.1 eV/Å
Energy   -436.66317 Eh
Molar mass   136.178 g/mol
Gap between HOMO and LUMO   0.3311 Ha

***

# 2
DFT (wB97M-V/def2-TZVPD) results for a gas-phase ion, C7H10N3O3 (charge +1).

Geometry as XYZ:
```
23
Properties=species:S:1:pos:R:3:forces:R:3:nbo_charge:R:1
C -1.42869 1.14457 -2.59435 -0.469 -0.462 0.257 0.430
N -0.43112 0.60133 -2.40035 -0.280 0.634 -0.835 -0.217
C 0.81917 0.12990 -2.11924 0.756 -0.546 -0.097 0.366
N 1.19559 0.21245 -0.76643 -0.213 -1.201 -1.618 -0.408
C 2.62666 0.19252 -0.39125 -0.196 3.708 0.701 -0.402
C 0.21913 -0.11800 0.11949 1.325 -0.195 -0.585 0.077
C -0.48678 -0.54305 0.98415 -1.302 0.559 0.797 0.025
C -1.57431 -0.69129 1.97934 2.401 -0.743 1.071 -0.138
O -1.68095 0.49898 2.74883 -0.682 0.166 -3.145 -0.523
C -2.05503 0.31647 4.05454 -0.009 0.677 0.386 -0.258
N 1.57620 -0.46361 -3.11580 -0.350 0.798 2.143 0.376
O 2.69914 -0.89234 -2.88279 -0.768 -0.299 -0.679 -0.320
O 1.16908 -0.22790 -4.40803 -0.313 1.249 0.027 -0.523
H -2.48901 1.47778 -2.70438 1.330 -0.304 0.071 0.320
H 3.26725 -0.58601 -0.66398 0.013 -2.127 -0.043 0.239
H 3.07803 1.00429 -1.04118 -0.371 -0.276 1.378 0.215
H 2.61868 0.42376 0.72311 0.383 -0.168 -1.648 0.246
H -1.18031 -1.46833 2.71032 -1.014 0.231 -0.989 0.214
H -2.40545 -1.03672 1.34607 -0.504 0.220 0.942 0.212
H -1.17593 0.10443 4.57099 1.235 -1.271 1.510 0.176
H -2.36271 1.22970 4.46621 -0.336 1.819 0.196 0.200
H -2.90405 -0.27276 4.24124 -0.834 -1.642 -0.023 0.180
H 0.90541 -1.03616 -4.85648 0.201 -0.829 0.182 0.512
```
Positions in Å, forces in eV/Å.

## Properties
HOMO energy (spin up / spin down)   -0.4465 / -0.4515 Eh
Relative energy (zero: lowest compared OMol25 entry of this formula, charge and spin)   8.6367 eV
Structure (SMILES)   C#[N+]/C(N(C)C#CCOC)=[N+](/[O-])O
Total charge   +1
Spin multiplicity   1
F_max   3.8 eV/Å
Energy   -662.11751 Eh
Molar mass   184.175 g/mol
Gap between HOMO and LUMO (spin up / spin down)   0.2507 / 0.2458 Ha

***

# 3
DFT (wB97M-V/def2-TZVPD) results for C7H10N3OP in the gas phase.

Geometry as XYZ:
```
22
Properties=species:S:1:pos:R:3:forces:R:3:nbo_charge:R:1
C 2.75041 0.69462 -0.68937 0.910 0.519 0.152 0.131
C 1.81708 -1.23810 -0.93348 -1.863 -0.208 -0.520 0.149
C -0.47958 1.15752 2.08033 1.161 0.304 0.426 -0.287
C 0.04267 1.07159 0.88204 1.044 -0.370 -1.661 -0.277
C -2.11444 -1.16417 0.57048 -0.988 1.123 1.441 -0.584
C -1.90709 0.05793 -0.33144 -0.165 -0.305 3.085 -0.497
C -0.49771 0.40250 -0.26878 -1.436 1.526 -1.146 -0.237
N 3.48808 -0.19949 -0.08333 0.001 0.705 0.412 -0.288
N 2.86553 -1.39730 -0.19843 0.280 -1.244 -0.223 -0.281
N 1.67574 0.09035 -1.26855 0.542 0.371 -1.375 -0.684
O -0.39167 0.06353 -3.09999 0.054 -0.065 0.149 -1.002
P 0.11943 0.70118 -1.87096 1.662 -0.363 1.440 1.702
H 3.01310 1.77621 -0.61835 -0.597 -1.103 -0.572 0.224
H 0.97028 -1.95041 -1.23789 1.843 0.885 0.638 0.217
H 0.14526 1.58764 2.81621 0.272 0.574 0.862 0.207
H -1.33258 0.68191 2.40026 -2.012 -0.680 0.497 0.192
H 1.03035 1.47426 0.73899 0.147 0.246 0.089 0.218
H -3.18525 -1.29773 0.71513 -0.004 -0.437 -0.207 0.223
H -1.68263 -1.12023 1.57220 0.049 0.244 -0.209 0.205
H -1.65468 -1.96228 0.08792 0.442 -1.779 -0.752 0.209
H -2.15875 -0.32101 -1.25106 -0.851 -0.171 -2.494 0.234
H -2.51354 0.89148 -0.01195 -0.489 0.230 -0.033 0.224
```
Positions in Å, forces in eV/Å.

## Properties
HOMO energy (spin up / spin down)   -0.3289 / -0.3357 Eh
Relative energy (zero: lowest compared OMol25 entry of this formula, charge and spin)   0.4555 eV
Total charge   0
Spin multiplicity   1
F_max   3.1 eV/Å
Energy   -853.47697 Eh
Molar mass   183.151 g/mol
Gap between HOMO and LUMO (spin up / spin down)   0.2534 / 0.2647 Ha

***

# 4
DFT (wB97M-V/def2-TZVPD) results for a gas-phase ion, C7H10N3S (charge +1).

Geometry as XYZ:
```
21
Properties=species:S:1:pos:R:3:forces:R:3:nbo_charge:R:1
C 2.62432 0.25702 -0.83063 3.356 0.441 -1.133 -0.441
N 1.45968 0.28136 0.02919 -0.414 -0.798 1.929 -0.429
C 1.30543 -1.03826 0.74438 -2.093 -0.731 0.000 -0.151
C 0.08502 -1.63989 0.59512 0.514 1.754 -0.532 0.016
N -0.78260 -1.24501 -0.50458 2.508 1.859 1.265 -0.224
N -2.17773 -1.14751 -0.32796 3.902 0.265 0.839 -0.417
C -2.73367 0.01091 0.07669 -2.557 -1.255 -0.582 0.000
S -4.35153 0.09102 -0.20477 0.114 0.749 0.378 0.058
C -1.96936 1.07297 0.66481 1.110 1.275 0.159 -0.167
C -0.68101 1.37811 0.34556 -1.598 1.594 1.422 -0.321
C 0.21760 0.66649 -0.57824 -2.308 -1.672 -2.355 0.108
H 3.04559 1.31272 -1.10334 -0.938 -1.899 0.798 0.257
H 3.49223 -0.42931 -0.40239 -2.001 1.664 -0.710 0.264
H 2.26310 -0.20424 -1.74721 0.297 -0.119 -0.124 0.241
H 1.49416 0.89805 0.83554 0.979 0.538 0.117 0.446
H 2.17053 -1.20671 1.38722 -0.659 -0.433 -0.116 0.254
H -0.25478 -2.37262 1.32943 0.105 -0.254 -0.627 0.265
H -2.67043 -1.80761 -0.88334 -0.686 -0.144 -0.660 0.432
H -2.55397 1.76224 1.33471 0.780 -0.872 -0.793 0.279
H -0.41538 2.33984 0.90087 0.597 -1.256 -1.115 0.262
H 0.43282 1.02043 -1.66106 -1.008 -0.705 1.838 0.268
```
Positions in Å, forces in eV/Å.

## Properties
HOMO energy   -0.4439 Eh
Relative energy (zero: lowest compared OMol25 entry of this formula, charge and spin)   5.1977 eV
Structure (SMILES)   C[N@@H+]1\C=C/N=[NH+]\C([S-])=C/C=C/1
Total charge   +1
Spin multiplicity   1
F_max   4.0 eV/Å
Energy   -834.72577 Eh
Molar mass   168.245 g/mol
Gap between HOMO and LUMO   0.2488 Ha

***

# 5
DFT (wB97M-V/def2-TZVPD) results for 2 unconnected molecules or ions with the total composition C7H10NO2.

Geometry as XYZ:
```
20
Properties=species:S:1:pos:R:3:forces:R:3:nbo_charge:R:1
C 2.19622 -0.33425 0.10333 0.112 -0.145 -0.900 -0.297
C 1.34355 -0.12484 1.19669 -0.517 0.289 0.214 -0.286
C 0.01626 2.21671 -0.47901 -1.159 -0.415 0.704 0.391
C 1.44364 -0.85640 -0.93867 0.937 0.206 -0.015 -0.063
C -1.30770 -0.79270 1.23306 -0.330 -0.182 0.898 -0.097
C -1.10601 -1.35250 -1.02402 -0.588 -0.414 -0.843 0.120
C 0.08665 -0.55121 0.80032 -0.122 0.333 -0.955 0.099
N 0.17552 -0.96928 -0.50194 -0.237 0.246 1.062 -0.349
O -1.25116 2.26403 -0.30740 1.162 0.099 -0.435 -0.513
O -1.99256 -1.19298 0.05585 -0.005 0.094 -0.129 -0.500
H 3.24846 -0.13240 0.07213 0.205 -0.004 -0.031 0.246
H 1.61443 0.23577 2.16745 0.078 0.034 0.267 0.246
H 0.37752 1.59625 -1.28864 -0.055 -0.359 0.006 0.224
H 0.71011 2.83459 0.07699 -0.088 0.184 0.202 0.215
H 1.73679 -1.14397 -1.92816 0.070 -0.095 -0.195 0.238
H -1.36222 -1.60151 1.97888 -0.007 0.221 -0.103 0.218
H -1.81436 0.08365 1.65680 0.099 -0.061 -0.032 0.191
H -1.42114 -0.69201 -1.84758 0.124 -0.162 0.111 0.172
H -1.11705 -2.39149 -1.38266 0.090 0.192 0.128 0.199
H -1.57694 2.90453 0.35659 0.232 -0.063 0.048 0.544
```
Positions in Å, forces in eV/Å.

## Properties
HOMO energy (spin up / spin down)   -0.4508 / -0.4508 Eh
Relative energy (zero: lowest compared OMol25 entry of this formula, charge and spin)   2.3502 eV
Total charge   +1
Spin multiplicity   1
F_max   1.4 eV/Å
Energy   -477.61099 Eh
Molar mass   140.162 g/mol
Gap between HOMO and LUMO (spin up / spin down)   0.2175 / 0.2175 Ha

***

# 6
DFT (wB97M-V/def2-TZVPD) results for C7H10NOPS in the gas phase.

Geometry as XYZ:
```
21
Properties=species:S:1:pos:R:3:forces:R:3:nbo_charge:R:1
C -0.19030 0.88871 -4.36062 0.211 0.196 1.601 -0.164
C -0.20851 0.53903 -3.19807 -0.341 0.902 -1.974 -0.059
C -0.37327 0.14682 -1.86392 0.103 -1.184 1.850 -0.048
C 0.64285 -0.34944 -1.09722 -2.006 -0.228 -1.374 -0.553
P -0.03770 -1.10199 0.37089 0.927 0.393 2.936 1.724
S 0.39296 -3.01745 1.05861 -0.949 2.804 -1.570 -0.560
N 0.47094 0.09969 1.55325 -4.009 -0.852 -0.192 -0.778
C -0.50751 0.46430 2.66061 1.871 -0.741 0.067 -0.420
C 1.87577 0.08629 1.71390 0.933 -0.265 -0.508 -0.432
O -1.54232 -0.58401 0.04807 0.263 -0.679 1.476 -0.802
C -1.78870 0.01613 -1.20157 1.712 -4.067 -1.736 -0.065
H -0.08420 1.47173 -5.24335 -0.060 -0.342 -0.316 0.243
H 1.61086 -0.46998 -1.51018 0.800 -0.067 -0.068 0.254
H -1.49974 0.11202 2.44570 -0.505 0.413 -0.845 0.220
H -0.32763 -0.17751 3.56185 0.482 1.054 -0.229 0.195
H -0.45616 1.58212 2.81668 -0.155 -1.396 0.154 0.206
H 2.17628 0.49134 0.74167 1.117 0.040 0.311 0.193
H 2.24611 0.72892 2.51760 -0.192 -0.156 -0.100 0.215
H 2.25716 -0.95517 1.79702 0.139 0.590 0.355 0.205
H -2.32465 0.90756 -1.07050 -0.811 1.152 -0.088 0.214
H -2.33224 -0.87911 -1.74042 0.471 2.436 0.250 0.212
```
Positions in Å, forces in eV/Å.

## Properties
HOMO energy   -0.3057 Eh
Relative energy (zero: lowest compared OMol25 entry of this formula, charge and spin)   3.1543 eV
Structure (SMILES)   C#CC1=C[P@@](=S)(N(C)C)OC1
Total charge   0
Spin multiplicity   1
F_max   4.7 eV/Å
Energy   -1142.17267 Eh
Molar mass   187.204 g/mol
Gap between HOMO and LUMO   0.2938 Ha